Record 1
Density functional theory data (the ωB97M-V functional and the def2-TZVPD basis) for a molecular structure, C29H40BrN2O7P2W at a distorted geometry.

As for the molar mass: 854.3 g/mol. Its total charge is +1. The energy is -5089.1423 a.u. As for the orbital gap (spin up / spin down): 0.2523 / 0.2522 hartree. The energy relative to the best compared isomer or geometry (same formula, charge and spin) comes out at 54.21 kcal/mol.

Last column: Mulliken charge in e.
Positions of all 82 atoms, in Å:
W  -0.235851  0.524963  0.650010  1.9024
C  -1.833318  -0.848761  0.143094  -1.5621
C  -0.702181  -1.573252  -0.377003  0.5821
C  -0.268078  -0.831572  -1.538691  1.3132
C  -1.028572  0.353851  -1.574950  -1.0609
C  -2.079332  0.360063  -0.585354  1.0214
C  -3.425075  1.059667  -0.676695  1.5979
C  -4.427646  0.002101  -1.182619  -1.7444
C  -3.403950  2.169287  -1.735299  -1.9294
C  -3.892908  1.548970  0.706731  -1.5435
C  0.586468  -1.230932  -2.751799  1.7149
C  2.081906  -1.416810  -2.503794  -1.8345
C  -0.029558  -2.521160  -3.323321  -1.7598
C  0.476433  -0.173751  -3.865961  -2.2167
C  -0.508343  -3.014405  0.112441  1.5940
C  0.819217  -3.691944  -0.229250  -1.7365
C  -0.676851  -3.095658  1.641551  -1.6103
C  -1.664155  -3.825855  -0.514906  -1.4997
H  -2.441476  -1.170029  0.973921  0.6448
H  -0.870188  1.161026  -2.268220  0.6444
H  -4.103906  -0.415758  -2.137801  0.3799
H  -5.409795  0.456416  -1.325775  0.4267
H  -4.535804  -0.813378  -0.465730  0.3548
H  -3.330455  1.734714  -2.734010  0.3193
H  -2.578927  2.874710  -1.636020  0.4322
H  -4.334621  2.736024  -1.692644  0.4715
H  -4.371380  0.741433  1.263686  0.3125
H  -4.628844  2.348562  0.608736  0.4017
H  -3.076162  1.910533  1.332603  0.3098
H  2.320889  -2.078392  -1.674703  0.0780
H  2.546003  -0.454247  -2.314158  0.4604
H  2.532672  -1.830634  -3.408154  0.6058
H  0.110966  -3.382524  -2.675385  0.2908
H  0.454717  -2.743627  -4.275020  0.5164
H  -1.098447  -2.398589  -3.512632  0.3396
H  0.917351  0.779366  -3.564437  0.4496
H  -0.554671  -0.008646  -4.180335  0.3326
H  1.031329  -0.527861  -4.734754  0.4335
H  1.618139  -3.373620  0.438327  -0.0281
H  1.150131  -3.522758  -1.248429  0.2379
H  0.696133  -4.768541  -0.101428  0.6210
H  -0.009758  -2.411644  2.166281  0.0511
H  -0.431084  -4.107976  1.964528  0.5469
H  -1.698130  -2.897194  1.968373  0.3852
H  -1.554981  -3.941675  -1.592903  0.2752
H  -2.629206  -3.354775  -0.318062  0.2448
H  -1.681192  -4.822652  -0.070982  0.4931
O  -0.803016  -0.715618  4.692384  -0.4598
P  -0.735781  0.673399  3.970458  0.6020
O  -1.775397  1.657628  4.240911  -0.6342
O  -0.661012  0.207358  2.447327  -0.0460
O  0.740678  1.192740  4.309666  -0.3964
P  1.561860  2.340108  3.525173  0.6152
O  0.443794  3.392362  3.103311  -0.5089
O  2.723402  2.824166  4.234219  -0.7538
O  1.765775  1.556437  2.171146  0.1993
H  -1.162549  -0.682897  5.585135  0.3493
H  -0.125998  3.706617  3.815657  0.3818
Br  6.293263  -3.186418  1.277753  -0.1657
C  4.880243  -1.991476  0.898829  -0.2371
C  5.059938  -0.994611  -0.054708  -0.8454
C  4.022555  -0.129458  -0.335615  0.3227
C  2.792325  -0.246916  0.313070  -0.5055
C  2.646091  -1.221429  1.286863  -0.7435
C  3.684548  -2.101257  1.576712  -0.7318
N  1.759569  0.733842  0.057823  0.0111
C  2.150094  1.904062  0.732033  -0.6843
C  1.277309  3.054845  0.372305  0.3400
C  1.667617  4.370199  0.272332  -0.9906
C  0.682158  5.325813  0.081370  -0.5350
C  -0.647169  4.932281  0.047393  -1.1349
C  -0.955655  3.594204  0.165562  -0.4748
N  -0.005733  2.658446  0.284373  0.3078
H  6.005818  -0.903659  -0.570705  0.4983
H  4.154889  0.646605  -1.081807  0.4875
H  1.723692  -1.294682  1.846364  0.6447
H  3.558741  -2.858184  2.339645  0.5254
H  3.211761  2.132575  0.738671  0.9422
H  2.709904  4.641940  0.366544  0.5978
H  0.945303  6.371588  -0.007782  0.4540
H  -1.443182  5.654962  -0.059969  0.4953
H  -1.973344  3.241360  0.178504  0.8135

Atoms 1-3, force components in eV/Å:
W 0.13 -0.75 -0.84
C -0.20 0.34 0.02
C 0.04 -0.04 -0.07



Record 2
Density functional theory data (the ωB97M-V functional and the def2-TZVPD basis) for 8 unconnected molecules or ions with the total composition C29H40Cl4F24O6 at a distorted geometry.

The structure (SMILES) is FC(F)C(F)(F)COC(F)(F)C(F)F.FC(F)C(F)(F)COC(F)(F)C(F)F.FC(F)C(F)(F)COC(F)(F)C(F)F.C1CCOC1.C1CCOC1.C1CCOC1.ClCCl.ClCCl. As for the molar mass: 1082.4 g/mol. The energy is -5817.7967 a.u. As for the orbital gap: 0.3509 hartree. The energy relative to the best compared isomer or geometry (same formula, charge and spin) comes out at 125.34 kcal/mol.

Last column: Mulliken charge in e.
Positions of all 103 atoms, in Å:
F  -9.070446  -7.121920  -1.907904  -0.2727
C  -10.210600  -7.554489  -1.371366  0.1535
F  -10.976493  -8.018808  -2.373731  -0.2710
C  -9.947138  -8.612277  -0.338092  0.9567
F  -9.565141  -9.723544  -0.969310  -0.3336
F  -11.042240  -8.961126  0.216639  -0.2880
C  -8.903365  -8.126960  0.674272  -0.8855
O  -9.303279  -7.021105  1.421990  -0.3612
C  -8.965111  -6.951325  2.775915  0.8525
F  -9.017193  -8.115193  3.422745  -0.2483
F  -7.651159  -6.549645  2.670324  -0.3042
C  -9.949901  -5.886172  3.291228  0.2513
F  -11.254760  -6.048830  3.017699  -0.2279
F  -9.784120  -5.636627  4.528950  -0.2560
H  -10.612183  -6.717137  -0.800672  0.2735
H  -7.934055  -7.789653  0.307164  0.3876
H  -8.572083  -8.953963  1.302305  0.4139
H  -9.736092  -4.952625  2.770774  0.1581
F  -7.350910  -16.712358  -0.133091  -0.2506
C  -6.703440  -16.537767  -1.254935  0.1288
F  -5.402036  -16.424373  -1.047217  -0.2565
C  -7.135627  -17.644087  -2.354757  0.8599
F  -6.326954  -17.546356  -3.441822  -0.3024
F  -8.232961  -17.144170  -2.915641  -0.3168
C  -7.279974  -19.077523  -1.808826  -0.7944
O  -7.763727  -20.015319  -2.693484  -0.4140
C  -6.820082  -20.972452  -3.153545  0.9259
F  -5.887341  -20.354154  -3.848405  -0.2611
F  -6.198310  -21.477049  -2.071369  -0.2731
C  -7.478323  -22.010090  -4.049102  0.0974
F  -8.203057  -21.606430  -5.108860  -0.2436
F  -6.618769  -22.888028  -4.569250  -0.2578
H  -6.945946  -15.551017  -1.649425  0.2528
H  -7.885611  -18.905319  -0.919079  0.4750
H  -6.261886  -19.351314  -1.531997  0.4132
H  -8.180080  -22.580812  -3.440898  0.2155
F  -6.666062  -14.777437  11.406207  -0.2473
C  -6.666069  -13.747584  10.583372  0.1336
F  -6.876338  -14.267141  9.397787  -0.2628
C  -7.576384  -12.605740  11.040542  1.0639
F  -7.492386  -11.624221  10.181304  -0.2732
F  -7.140430  -12.149015  12.276989  -0.2865
C  -9.032197  -13.069430  11.182663  -0.9955
O  -9.234535  -13.729273  12.424167  -0.3860
C  -10.558558  -14.208235  12.673073  0.9269
F  -11.360246  -13.158557  12.794756  -0.2743
F  -10.841480  -15.030087  11.606528  -0.2821
C  -10.745883  -15.014562  13.873064  0.1469
F  -10.588019  -14.412160  15.041250  -0.2501
F  -11.978488  -15.499106  13.952970  -0.2766
H  -5.660934  -13.327416  10.619038  0.2243
H  -9.329841  -13.587249  10.270862  0.3718
H  -9.682252  -12.206821  11.329080  0.4097
H  -10.066246  -15.858555  13.755290  0.2566
C  -17.991955  -9.568878  2.245305  -0.4488
C  -17.198365  -8.742305  3.200553  -0.4144
C  -16.915257  -9.645584  4.413851  -0.4544
O  -17.245309  -10.989631  3.964798  -0.3804
C  -18.301961  -10.862340  3.004595  -0.4183
H  -17.470116  -9.811300  1.319552  0.2358
H  -18.899652  -9.080786  1.890388  0.2771
H  -17.623298  -7.761765  3.415208  0.3594
H  -16.218870  -8.508145  2.783602  0.1447
H  -17.504190  -9.305273  5.265571  0.2294
H  -15.898641  -9.563763  4.798438  0.3273
H  -19.286917  -10.818841  3.469416  0.2589
H  -18.209259  -11.753461  2.383777  0.2812
C  -11.996623  -13.724933  4.534688  -0.5229
C  -13.184659  -14.485962  5.219668  -0.2669
C  -13.420691  -13.727836  6.465899  -0.4389
O  -12.335085  -12.836244  6.608053  -0.4323
C  -11.810434  -12.529218  5.371113  -0.3100
H  -12.121793  -13.508173  3.473821  0.3744
H  -11.064514  -14.275309  4.662645  0.1720
H  -12.919031  -15.511655  5.475548  0.2314
H  -14.089308  -14.422247  4.614983  0.2456
H  -13.522354  -14.348381  7.356229  0.2263
H  -14.323991  -13.149082  6.658750  0.2572
H  -10.817681  -12.178242  5.652804  0.2982
H  -12.290438  -11.725322  4.813041  0.1703
C  -14.340761  -14.592491  -3.908275  -0.5196
C  -14.562780  -15.472470  -2.633191  -0.6049
C  -15.728612  -14.883643  -1.878017  -0.3437
O  -15.922004  -13.606837  -2.492612  -0.4245
C  -14.747696  -13.267669  -3.328500  -0.3881
H  -14.967502  -14.928087  -4.734535  0.2503
H  -13.326753  -14.575514  -4.307783  0.3205
H  -13.705137  -15.608515  -1.974375  0.2851
H  -14.816130  -16.523034  -2.775405  0.3318
H  -15.346994  -14.770728  -0.863262  0.2117
H  -16.679029  -15.411981  -1.953250  0.3063
H  -13.966193  -12.830884  -2.706754  0.2498
H  -14.923975  -12.571446  -4.148442  0.3257
Cl  -5.451409  -19.296383  4.023632  -0.1479
C  -7.167787  -19.560856  4.410704  -0.2425
Cl  -7.847994  -20.810166  3.344908  -0.1468
H  -7.228111  -19.755249  5.481530  0.2915
H  -7.801817  -18.678444  4.324384  0.2470
Cl  -13.461945  -22.118212  5.797971  -0.1292
C  -15.016801  -21.471859  6.015529  -0.2045
Cl  -16.184471  -22.065298  4.772363  -0.1542
H  -15.341518  -21.657780  7.039292  0.2737
H  -14.875846  -20.399978  5.876649  0.2147

Atoms 1-3, force components in eV/Å:
F 1.15 0.14 -0.53
C -0.39 0.78 0.46
F -0.40 0.14 0.27